# 1
The following is a quantum chemistry calculation of a cluster of 6 separate species, C24H48O12 in total, from the Open Molecules 2025 dataset.

Computed properties:
Charge ... 0
Spin multiplicity ... 1
Structure (SMILES) ... CCOC(C)=O.CCOC(C)=O.CCOC(C)=O.CCOC(C)=O.CCOC(C)=O.CCOC(C)=O
ΔE to the lowest compared entry with this formula, charge and spin ... 604.04 kJ/mol

Structure (XYZ):
```
84
C24H48O12 (ωB97M-V with the def2-TZVPD basis set)
C 34.594 48.150 51.860
H 38.626 56.302 55.576
H 36.211 56.328 55.178
H 38.515 54.896 54.503
C 31.398 49.559 55.546
O 38.701 53.312 51.994
H 36.016 54.707 55.804
H 30.945 48.686 56.026
H 30.614 49.722 54.732
H 36.673 54.446 50.443
H 38.356 47.066 54.759
H 35.974 47.038 55.003
C 36.672 55.649 55.850
H 37.393 53.461 49.390
H 37.578 56.260 48.667
H 31.656 46.327 50.826
H 41.006 52.043 57.308
H 39.270 51.827 57.081
H 31.580 47.988 51.400
C 35.192 51.214 53.783
H 31.966 45.196 54.933
C 31.554 50.740 56.474
C 30.357 51.366 58.540
H 36.670 56.269 56.757
O 34.177 51.851 53.759
C 39.781 53.783 56.374
H 29.013 50.152 59.287
H 36.903 50.874 54.760
O 40.678 54.230 55.678
C 29.032 51.260 59.194
C 34.199 49.455 52.449
C 32.730 45.671 54.492
C 37.514 54.474 49.751
C 39.216 54.230 51.381
H 37.937 54.958 47.751
H 35.503 48.304 51.346
H 31.637 51.666 55.957
H 35.492 45.092 59.117
C 36.309 45.817 58.785
C 37.264 55.242 48.479
H 29.975 47.073 51.191
C 37.788 47.997 54.784
O 38.465 54.248 56.400
O 30.243 46.573 53.754
H 37.889 48.500 53.773
C 36.447 51.748 54.393
C 40.469 54.889 51.847
H 35.972 48.686 55.723
H 33.629 44.032 53.718
H 36.503 46.629 59.577
C 35.758 46.517 57.555
C 36.505 47.759 55.600
H 28.206 51.852 58.699
H 35.027 47.558 52.543
H 29.037 51.923 59.993
H 39.983 53.095 58.353
O 31.292 52.155 58.995
H 32.598 50.705 57.069
C 31.182 46.534 52.895
H 37.285 45.439 58.641
C 40.127 52.548 57.272
H 41.156 54.454 52.646
O 36.738 47.121 56.808
H 36.436 55.201 47.965
O 30.367 50.743 57.423
H 34.092 44.338 55.430
H 41.231 54.605 50.961
H 33.850 47.869 51.394
H 32.353 49.336 55.058
H 38.566 48.269 55.458
H 33.519 49.312 53.310
C 38.149 55.385 55.527
O 38.703 54.977 50.241
H 34.874 45.281 54.134
H 40.252 55.982 51.873
H 36.972 52.274 53.691
H 33.878 50.091 51.726
O 35.317 50.046 53.176
C 33.951 44.793 54.478
O 32.477 46.083 53.162
H 32.834 46.577 54.916
H 36.182 52.374 55.099
O 34.505 46.650 57.309
C 31.068 46.969 51.484
```


# 2
The following is a quantum chemistry calculation of a cluster of 6 separate species, C24H48O12S6 in total, from the Open Molecules 2025 dataset.

Computed properties:
Charge ... 0
Spin multiplicity ... 1
Structure (SMILES) ... O=S1(=O)CCCC1.O=S1(=O)CCCC1.O=S1(=O)CCCC1.O=S1(=O)CCCC1.O=S1(=O)CCCC1.O=S1(=O)CCCC1
ΔE to the lowest compared entry with this formula, charge and spin ... 239.35 kJ/mol

Structure (XYZ):
```
90
C24H48O12S6 (ωB97M-V with the def2-TZVPD basis set)
H -0.105 1.892 -0.272
H -1.049 -2.868 -5.059
C -2.115 -1.580 -2.767
H -6.138 4.293 -2.716
C 5.057 4.145 0.353
C 4.958 2.858 2.690
O 0.157 -1.764 -1.315
C -6.274 3.525 -1.955
H 3.353 -4.660 0.238
H -0.499 -4.254 2.110
H -0.287 -0.303 0.693
C -5.494 2.231 -2.294
C 0.399 1.801 0.691
C -3.332 -4.320 2.852
C -1.388 1.747 2.721
C 3.168 -3.874 -0.496
C -0.514 0.509 2.763
H -0.570 -4.196 4.422
H 5.660 3.777 -0.477
C 0.299 -1.506 -3.963
O 7.295 3.380 1.618
H 1.103 -0.148 1.616
C -0.908 -1.803 -4.873
H 3.159 -4.919 -2.488
H -5.725 1.554 -1.471
C 0.181 0.390 1.391
H -3.574 3.843 0.313
H -1.142 -0.352 2.991
O 6.029 5.289 2.604
H 1.466 2.007 0.614
C -4.237 3.899 -0.550
O -2.995 -4.596 5.586
H -2.745 -0.943 -2.146
H -2.250 -0.094 -4.484
H -0.695 -2.436 4.424
C 4.325 -1.681 -1.641
H 4.671 -4.498 -1.832
O -1.170 3.925 0.898
H 0.192 0.537 3.593
C -2.175 -1.158 -4.259
H 4.289 -2.814 -3.530
H 2.744 -2.414 -2.923
H -4.408 -4.315 2.677
C 4.193 2.174 1.613
H -5.636 1.754 -3.264
C -2.444 -3.554 1.828
H 4.851 1.360 1.308
S 4.272 -2.395 0.045
H 3.322 1.704 2.069
S 6.028 4.047 1.883
H 2.132 -3.548 -0.585
O -3.391 -2.290 4.574
H -1.731 2.276 3.610
H -2.522 -4.083 0.878
H 0.724 -2.479 -3.715
C 3.728 -2.751 -2.598
H 4.826 5.205 0.242
H 3.611 -0.858 -1.625
H 1.030 -0.758 -4.269
S -0.457 -0.961 -2.355
O -3.148 1.372 -1.124
H -6.174 3.138 0.101
H 2.952 3.773 0.794
H 5.461 2.288 3.471
S -0.420 3.060 1.821
H -3.022 -5.364 2.803
H 3.448 2.786 -0.329
H -7.322 3.230 -1.905
H -0.513 -2.558 1.915
H -0.715 -1.482 -5.896
C -5.786 3.932 -0.537
H -2.795 -2.538 1.649
H 5.309 -1.250 -1.828
O 3.460 -1.573 0.918
S -2.819 -3.602 4.490
C 3.879 3.249 0.559
O -0.449 0.504 -2.252
O 5.610 -2.873 0.445
C 3.652 -4.124 -1.930
C -1.059 -3.366 2.403
H -6.313 4.859 -0.311
O 0.612 3.625 2.646
S -3.714 2.554 -1.791
H -2.239 1.561 2.066
O -3.019 3.180 -2.925
C -1.064 -3.346 3.951
H -4.000 4.864 -0.998
H -2.222 -2.658 -2.647
H -3.030 -1.617 -4.755
H 4.186 3.427 3.208
```


# 3
The following is a quantum chemistry calculation of a cluster of 6 separate species, C24H48O6 in total, from the Open Molecules 2025 dataset.

Computed properties:
Charge ... 0
Spin multiplicity ... 1
Structure (SMILES) ... C1CCOC1.C1CCOC1.C1CCOC1.C1CCOC1.C1CCOC1.C1CCOC1
ΔE to the lowest compared entry with this formula, charge and spin ... 1421.08 kJ/mol

Structure (XYZ):
```
78
C24H48O6 (ωB97M-V with the def2-TZVPD basis set)
C 26.171 38.590 11.402
C 23.857 38.763 11.453
H 29.767 47.573 10.707
H 28.424 47.009 12.521
H 26.665 42.087 15.505
H 28.963 42.607 15.547
C 34.056 41.761 7.299
C 29.934 41.265 11.230
H 24.018 43.422 7.696
O 31.221 47.226 13.242
H 28.781 42.918 12.220
H 22.966 39.067 11.953
H 26.849 43.752 5.175
H 27.727 44.023 8.108
H 26.675 39.518 14.086
C 24.234 38.991 10.031
H 28.909 40.960 11.190
O 30.485 41.475 10.029
H 32.208 46.024 11.612
C 27.380 43.339 7.394
C 25.644 38.727 9.958
C 30.135 42.673 9.420
C 29.664 42.726 11.729
H 29.701 46.354 14.156
C 27.438 41.171 15.508
H 33.662 40.873 7.784
H 30.690 44.255 10.918
H 30.758 43.008 8.675
H 27.092 40.506 16.563
C 28.835 41.527 15.806
H 30.719 45.343 13.439
C 25.424 44.580 6.495
C 33.370 44.027 7.371
O 25.050 39.121 12.104
H 29.031 44.255 10.339
C 30.241 46.755 11.250
H 27.376 45.309 6.140
C 30.316 46.139 13.435
H 26.094 37.764 9.286
H 26.391 37.569 11.641
C 33.293 43.464 5.977
H 23.979 39.998 9.882
H 30.463 42.916 12.357
H 35.192 41.645 6.864
H 24.757 44.283 5.834
O 33.149 42.143 6.270
H 28.849 45.310 12.134
H 26.973 39.115 11.711
C 29.873 43.604 10.612
H 23.691 38.355 9.485
H 31.998 48.193 11.760
C 31.601 47.150 11.875
H 29.137 41.394 16.929
C 34.180 42.971 8.222
H 30.592 40.196 15.239
H 25.470 44.382 8.602
H 30.005 41.368 13.992
H 32.330 44.296 7.928
H 30.400 46.162 10.604
H 32.341 43.793 5.423
O 26.155 42.739 7.898
C 29.309 46.265 12.359
H 23.802 37.718 11.494
H 34.946 43.401 8.365
C 25.206 43.870 7.739
O 28.759 39.639 14.296
C 29.646 40.685 14.868
C 27.556 40.286 14.271
H 25.193 45.653 6.684
C 26.876 44.252 6.239
H 33.699 44.994 7.230
H 27.543 41.048 13.452
H 28.936 42.583 9.026
H 34.198 43.690 5.505
H 28.135 42.741 7.324
H 30.469 40.621 11.802
H 26.113 39.415 9.315
H 33.580 42.775 9.288
```


# 4
The following is a quantum chemistry calculation of a cluster of 8 separate species, C24H48O8 in total, from the Open Molecules 2025 dataset.

Computed properties:
Charge ... 0
Spin multiplicity ... 1
Structure (SMILES) ... CC(C)=O.CC(C)=O.CC(C)=O.CC(C)=O.CC(C)=O.CC(C)=O.CC(C)=O.CC(C)=O
ΔE to the lowest compared entry with this formula, charge and spin ... 200.66 kJ/mol

Structure (XYZ):
```
80
C24H48O8 (ωB97M-V with the def2-TZVPD basis set)
C 7.291 5.086 3.069
C 0.925 -1.108 -6.070
H -0.259 -8.535 3.935
H 1.559 3.129 7.466
H 9.157 5.883 3.438
H -0.821 -6.123 3.837
H 3.380 6.673 -4.552
C -2.714 -6.892 -2.462
C -1.380 2.909 7.241
H -5.572 1.371 -3.425
H 3.197 4.493 -3.202
C -6.604 1.034 -3.519
O 1.945 0.237 -7.761
H -2.786 -5.904 -4.329
H -2.546 -5.628 3.741
H -1.406 2.536 8.265
H 3.769 -1.809 -6.291
O -3.244 -8.075 4.171
H -1.822 -5.012 -3.210
H 0.378 -1.086 2.583
C -1.416 -1.253 0.318
C -2.736 -5.602 -3.282
C -7.827 2.911 -2.262
H -6.522 -0.047 -3.637
C 1.046 3.839 6.816
H 3.455 8.221 -3.682
H 6.463 4.043 1.509
H 3.760 -1.449 -8.010
O 6.818 6.123 3.499
O -0.797 5.249 7.425
H 2.810 -2.820 -7.324
H 3.156 4.500 -1.434
H -2.834 -8.710 -3.685
C -0.995 -8.533 4.739
H -2.107 -1.112 1.150
C 2.997 7.232 -3.698
C -1.799 -6.177 4.314
H 0.646 -2.161 -6.120
H -0.488 -8.219 5.651
H 9.142 4.072 3.417
H -7.120 1.499 -4.359
O -7.836 0.719 -1.562
C 3.141 -1.792 -7.181
H -3.580 -4.961 -3.029
H 1.270 -0.844 -5.070
H 0.022 -0.508 -6.185
H 1.101 3.424 5.810
H -1.056 2.092 6.596
C -0.422 4.094 7.175
C 0.288 -0.215 1.933
C 8.810 4.986 2.925
C -0.154 -0.382 0.519
C 3.138 6.508 -2.367
C -7.340 1.494 -2.328
C 2.021 -0.735 -7.024
C -3.438 -8.152 -2.970
H -4.366 -7.843 -3.451
H 5.401 4.100 3.021
C 2.816 5.022 -2.328
H -1.290 -9.580 4.816
H 1.748 4.831 -2.230
H -8.022 3.376 -3.228
H 1.584 4.785 6.883
H -3.596 -8.817 -2.121
H -2.371 3.250 6.944
O 0.412 0.191 -0.411
H -7.011 3.468 -1.800
H -1.145 -2.284 0.092
H -0.438 0.487 2.344
C -2.139 -7.613 4.416
O 3.428 7.101 -1.301
H -1.681 -5.730 5.301
O -2.093 -6.880 -1.429
H 6.808 2.952 2.759
H 1.955 7.410 -3.964
C 6.391 3.945 2.592
H 8.959 5.007 1.846
H -1.966 -0.868 -0.542
H 1.282 0.232 1.934
H -8.731 2.941 -1.653
```


# 5
The following is a quantum chemistry calculation of a cluster of 8 separate species, C24H48O8 in total, from the Open Molecules 2025 dataset.

Computed properties:
Charge ... 0
Spin multiplicity ... 1
Structure (SMILES) ... CC(C)=O.CC(C)=O.CC(C)=O.CC(C)=O.CC(C)=O.CC(C)=O.CC(C)=O.CC(C)=O
ΔE to the lowest compared entry with this formula, charge and spin ... 312.38 kJ/mol

Structure (XYZ):
```
80
C24H48O8 (ωB97M-V with the def2-TZVPD basis set)
C -5.250 3.432 2.805
H 1.834 -3.741 -2.197
H -0.079 -7.663 2.930
H 0.964 -0.324 -1.579
H 5.506 -0.004 2.989
H 3.146 -2.852 -2.879
C -4.762 1.225 -0.719
C 0.844 -4.341 2.323
H 4.562 3.454 4.690
H 0.765 0.394 -5.875
H 5.068 -2.572 0.102
O 0.561 -1.774 -3.556
H -1.531 0.315 -4.972
H -1.303 2.709 -1.621
H 3.525 3.289 3.489
C 2.748 -3.211 -1.930
C -1.612 3.619 -1.107
H -2.453 5.945 -0.482
H 2.414 -2.287 -1.459
H -4.300 1.180 3.413
C 5.482 2.127 3.307
H -2.629 1.861 3.517
H -3.932 -1.074 -3.214
H 0.316 -3.397 2.453
C 0.552 -6.953 2.394
C 0.252 0.356 -1.110
H -2.566 3.727 -1.624
H 1.292 -1.895 0.992
C -4.034 0.649 -1.926
C -3.494 1.685 2.879
C -0.041 -5.546 2.517
H -1.784 3.523 -0.035
H -3.296 1.109 1.975
H -5.221 -1.178 -2.118
O 6.602 2.593 3.574
H 5.641 -4.169 -0.156
H -0.701 0.309 -1.638
H -5.174 3.855 3.807
C 1.401 -0.818 0.864
C -1.383 6.117 -0.597
H -4.442 2.223 -0.419
H -1.325 6.940 -1.308
H 0.707 1.337 -1.245
C -0.783 4.909 -1.217
C 4.992 -3.410 -0.591
H 1.670 -0.386 1.828
H 1.231 -4.463 1.311
H -5.843 1.286 -0.846
H -1.024 6.241 0.424
C -3.821 3.105 2.476
C -1.294 -0.720 -4.725
C 0.175 -0.887 -4.308
H 1.538 -4.402 3.161
H -2.024 -0.812 -3.921
H 5.458 -3.244 -1.562
H -4.470 0.669 0.172
H 6.102 0.762 1.630
H -3.515 -1.238 -1.402
C 1.235 0.117 -4.931
H 1.462 -6.894 2.990
C 3.602 -3.914 -0.909
C 5.304 0.866 2.365
O -3.290 1.323 -2.614
O -0.769 -0.112 0.995
O -1.173 -5.375 2.815
H 1.358 1.092 -4.460
H -5.542 4.280 2.187
H 0.646 -7.315 1.370
C -4.181 -0.856 -2.175
C 4.196 2.645 4.058
C 0.256 -0.094 0.298
O 0.296 4.886 -1.789
H -1.565 -1.377 -5.551
H 2.190 -0.324 -5.217
H 4.348 0.794 1.845
O -3.004 3.950 2.119
H -5.949 2.595 2.806
H 2.265 -0.625 0.228
O 3.414 -5.136 -0.723
H 3.642 1.886 4.611
```


# 6
The following is a quantum chemistry calculation of a structure of composition C24H49AlBrO9, from the Open Molecules 2025 dataset.

Computed properties:
Charge ... -1
Spin multiplicity ... 1
ΔE to the lowest compared entry with this formula, charge and spin ... 500.03 kJ/mol

Structure (XYZ):
```
84
C24H49AlBrO9 (ωB97M-V with the def2-TZVPD basis set)
H -4.193 -2.549 4.940
H -5.368 -3.876 5.011
H 2.994 -0.292 -4.055
C -3.879 6.960 -1.933
H -6.779 -2.784 3.366
H -5.526 8.296 -1.582
C 6.356 -3.494 1.504
C 3.805 0.927 -0.324
H 7.057 -4.038 0.866
H 3.258 -3.899 2.546
H -5.590 6.303 0.388
H 1.218 0.092 1.434
C -0.329 -2.937 -0.483
H -2.798 7.049 -2.085
C -2.157 -1.005 0.282
H -3.968 9.132 -1.718
H 1.401 1.964 1.054
O 4.249 -2.414 1.487
H -3.242 8.237 0.418
H 2.486 2.384 -1.674
H -5.778 -1.466 1.649
O -4.234 -2.776 2.111
H 6.933 -2.932 2.248
H 3.711 -0.115 0.212
C -5.903 -2.212 3.694
H -6.245 -1.401 4.341
H 2.539 -1.792 -3.216
C 1.087 0.694 -0.786
C -4.214 -3.754 3.160
C 0.765 0.981 0.820
H -4.945 8.604 0.754
H 4.998 -5.152 1.505
H -4.105 1.934 -0.991
H -4.750 -4.639 2.802
C 4.238 -3.413 2.516
H 1.132 -0.443 -1.137
C -4.458 8.229 -1.347
H 3.129 -2.677 -5.387
O -0.164 1.127 -1.493
H -3.976 6.070 1.094
H 5.194 -2.973 -0.247
H 6.305 -1.390 -3.563
H -1.577 -1.273 1.283
H 0.476 -2.210 -0.042
H -3.180 -4.038 3.379
O -4.102 5.918 -0.973
H 4.408 -2.909 3.473
H -4.816 3.745 0.126
H -2.800 3.293 -0.856
C -4.909 -3.135 4.352
C -5.128 -1.720 2.491
H -1.852 -1.852 -1.917
C 2.529 1.256 -1.342
C 5.356 -4.382 2.199
C 3.355 -1.272 -3.729
H 5.914 -1.571 0.576
H 5.753 -4.881 3.087
H 4.388 -1.446 -5.606
C 3.901 -2.099 -4.872
H 5.858 -2.508 -2.255
O -0.601 1.473 1.199
C 5.459 -2.554 0.729
H 4.825 0.908 -0.943
C -4.524 6.518 0.260
C 4.935 -2.949 -4.181
C 5.491 -1.994 -3.148
H -3.306 -0.982 0.553
C -3.165 2.287 -0.348
O 4.426 -1.103 -2.789
H 5.702 -3.342 -4.854
Br -0.664 -4.407 0.860
Al -1.646 0.893 -0.305
H -2.601 -3.046 -0.632
H 4.448 -3.796 -3.684
O -4.438 3.612 1.047
C -4.275 8.005 0.132
O 3.991 1.938 0.731
H 3.560 1.525 1.555
H -4.522 -0.843 2.741
H -4.344 6.688 -2.885
H 0.043 -3.360 -1.509
C -1.788 -2.189 -0.796
H 2.765 0.641 -2.337
O -3.597 2.604 1.052
```


How do the records compare in F_max? In the order shown, they have 9.1, 4.0, 14.1, 3.4, 4.9, 6.2 eV/A.
How do the records compare in E_tot? In the order shown, they have -50229.45298, -115243.32234, -37935.44151, -42044.16787, -42043.00999, -120743.88425 eV.
How do the records compare in E_HOMO? In the order shown, they have -9.47, -9.96, -9.42, -9.45, -9.23, -4.67 eV.